<1>
15
Properties=species:S:1:pos:R:3:mulliken_charge:R:1 method="wB97M-V/def2-TZVPD" lumo_energy_ev=-0.3 e_homo_ev=-8.79 total_charge=0 homo_lumo_gap_ev=8.514
C -0.0473 -0.5770 -2.2293 -0.947
C 0.2917 0.2874 -0.9286 0.326
C 1.6274 1.1093 -1.0539 0.146
O 2.1092 1.3810 -2.1201 -0.458
N -0.4380 0.2336 0.2755 -0.245
N 0.3599 0.6124 1.4619 -0.477
C -0.4693 0.2342 2.3624 -0.076
N -1.5994 -0.3454 2.2094 -0.391
H 0.5865 -1.5764 -2.2333 0.257
H 0.0517 -0.0540 -3.3562 0.247
H -0.9267 -1.2869 -2.0454 0.304
H 2.0382 1.1756 0.0814 0.323
H -0.1460 0.4676 3.3657 0.334
H -1.9442 -0.5840 1.1971 0.401
H -1.4938 -1.0772 3.0132 0.254

<2>
15
Properties=species:S:1:pos:R:3:mulliken_charge:R:1 method="wB97M-V/def2-TZVPD" lumo_energy_ev=0.3 e_homo_ev=-8.40 total_charge=0 homo_lumo_gap_ev=8.669
C 0.3813 0.4693 0.1234 0.495
C -0.6006 -1.7660 -0.4781 -0.010
C 0.9139 0.3829 1.3935 -0.155
C 0.2875 -0.3167 2.3560 -0.777
H 0.1858 1.7972 -2.7195 0.255
H 0.4814 3.5398 -1.7356 0.283
H -1.2312 0.2439 -0.5700 0.287
H 0.1218 -2.2845 0.1709 0.311
H 1.8615 0.9087 1.7371 0.295
H -0.8858 -0.7015 2.3506 0.189
H 0.8085 -0.5258 3.2871 0.273
N 0.2094 2.2816 -1.5593 -0.699
N 0.8471 1.6146 -0.4032 -0.199
N -0.3969 -0.4091 -0.3916 -0.087
O -1.4815 -2.5006 -0.8014 -0.460

<3>
15
Properties=species:S:1:pos:R:3:mulliken_charge:R:1 method="wB97M-V/def2-TZVPD" lumo_energy_ev=0.8 e_homo_ev=-7.55 total_charge=0 homo_lumo_gap_ev=8.378
O -2.3003 0.5276 0.6592 -0.305
N -1.5512 1.5452 0.9833 -0.503
C -0.3412 1.4574 0.3967 -0.041
N 0.3032 0.3627 -0.2576 0.266
C 1.8574 0.1069 -0.1239 -0.460
C 2.0054 -1.4518 -0.4772 -0.502
C 0.4048 -1.7959 -0.6403 -0.178
N -0.4432 -0.7121 -0.7402 -0.476
H -2.9731 0.8472 1.2934 0.426
H 0.2938 2.3350 0.3966 0.340
H 2.4421 0.8755 -0.8180 0.320
H 2.0414 -0.0909 0.9983 0.258
H 2.6239 -1.6314 -1.3789 0.258
H 2.4207 -2.0628 0.3531 0.263
H -0.1658 -2.7639 -0.9482 0.334

Which of them is most stable, and which least? Most stable: <1>; least stable: <2>.